Arrangement w

Computed, not measured: a single C7H14 molecule, with ωB97M-V/def2-TZVPD.

Output
SMILES = CC[C@@]1(C)C[C@H]1C
Charge = 0
LUMO = 1.13 eV

Last column: Mulliken charge in e.
Element x y z (Å)
1 C 0.263 2.160 0.090  -1.087
2 C 0.392 0.965 -0.855  -0.784
3 C -0.437 -0.241 -0.434  1.188
4 C -1.945 0.006 -0.482  -1.513
5 C 0.070 -1.624 -0.777  -1.070
6 C 0.053 -1.181 0.658  0.131
7 C 1.388 -1.022 1.358  -1.535
8 H 0.934 2.972 -0.209  0.375
9 H -0.756 2.564 0.101  0.294
10 H 0.517 1.873 1.116  0.233
11 H 0.103 1.270 -1.873  0.389
12 H 1.442 0.664 -0.923  0.318
13 H -2.282 0.348 -1.472  0.330
14 H -2.240 0.778 0.241  0.333
15 H -2.516 -0.897 -0.237  0.413
16 H -0.614 -2.356 -1.209  0.291
17 H 1.096 -1.713 -1.080  0.294
18 H -0.721 -1.623 1.281  0.385
19 H 1.324 -0.238 2.114  0.309
20 H 2.244 -0.761 0.718  0.290
21 H 1.685 -1.943 1.874  0.416

---

Arrangement x

Computed, not measured: a single C7H14 molecule, with ωB97M-V/def2-TZVPD.

Output
Charge = 0
LUMO = 0.33 eV

Last column: Mulliken charge in e.
Element x y z (Å)
1 C -1.761 0.711 1.242  -1.651
2 C -0.392 0.928 0.599  0.486
3 C 0.613 -0.150 1.070  -0.639
4 C 1.915 0.010 0.376  -0.334
5 C 2.435 -1.243 -0.217  -0.928
6 C -0.457 0.963 -0.937  -0.667
7 C -1.060 -0.278 -1.592  -1.133
8 H -2.156 -0.284 1.007  0.373
9 H -1.706 0.794 2.333  0.420
10 H -2.488 1.450 0.882  0.369
11 H 0.004 1.899 0.921  0.277
12 H 0.844 0.055 2.130  0.449
13 H 0.153 -1.156 1.024  0.291
14 H 0.574 1.107 -1.292  0.378
15 H 1.820 -2.156 -0.138  0.293
16 H 2.666 -1.042 -1.273  0.283
17 H 3.423 -1.420 0.231  0.391
18 H -1.016 1.853 -1.258  0.407
19 H -2.138 -0.344 -1.413  0.315
20 H -0.609 -1.202 -1.210  0.262
21 H -0.905 -0.264 -2.675  0.358

---

Arrangement y

Computed, not measured: 2 unconnected molecules or ions with the total composition C7H14, with ωB97M-V/def2-TZVPD.

Output
SMILES = C=C(C)CC.C=C
Charge = 0
LUMO (alpha / beta) = 0.53 / 0.14 eV

Last column: Mulliken charge in e.
Element x y z (Å)
1 C -0.532 -1.916 0.493  -1.156
2 C -0.368 -0.759 -0.196  0.908
3 C -0.689 -0.694 -1.673  -1.552
4 C -1.226 0.468 0.558  -0.580
5 C -0.767 1.905 0.333  -1.102
6 H -1.064 -2.809 0.202  0.284
7 H -0.128 -2.100 1.477  0.284
8 H -1.762 -0.735 -1.865  0.419
9 H -0.321 0.244 -2.090  0.345
10 H -0.252 -1.555 -2.177  0.381
11 H -1.351 0.268 1.621  0.371
12 H -2.220 0.352 0.123  0.446
13 H -0.426 2.071 -0.687  0.233
14 H -1.575 2.608 0.549  0.380
15 H 0.005 2.173 1.052  0.295
16 C 1.959 -0.196 -0.280  -0.503
17 C 1.937 0.248 1.022  -0.778
18 H 1.803 0.377 -1.185  0.268
19 H 2.881 -0.733 -0.485  0.356
20 H 1.343 -0.094 1.851  0.381
21 H 2.753 0.877 1.355  0.320

---

Arrangement z

Computed, not measured: 2 unconnected molecules or ions with the total composition C7H14, with ωB97M-V/def2-TZVPD.

Output
Charge = 0
LUMO = -1.24 eV

Last column: Mulliken charge in e.
Element x y z (Å)
1 C -1.015 1.581 1.172  -0.856
2 C -0.293 0.434 1.823  -0.256
3 C -0.691 -1.081 1.438  -0.682
4 C 0.118 -1.617 0.220  -0.636
5 C 0.035 -0.754 -0.969  -0.365
6 C 1.102 0.166 -1.370  0.064
7 C 1.134 0.724 -2.625  -0.637
8 H -0.915 2.547 1.658  0.405
9 H -0.900 1.805 0.019  -0.733
10 H -2.069 1.316 1.211  0.345
11 H -0.516 0.442 2.924  0.331
12 H 0.785 0.551 1.673  0.240
13 H -1.767 -1.186 1.033  0.292
14 H -0.634 -1.717 2.303  0.375
15 H 1.101 -1.806 0.669  0.333
16 H -0.346 -2.572 -0.116  0.288
17 H -0.729 -0.713 -1.746  0.298
18 H -0.700 2.126 -0.746  0.580
19 H 1.990 0.439 -0.733  0.179
20 H 0.244 0.685 -3.416  0.220
21 H 2.114 1.369 -2.870  0.213

---

Result of the stability comparison: arrangement z is the least stable of them.

---

Arrangement w

Computed, not measured: 2 unconnected molecules or ions with the total composition C4H11O3, with ωB97M-V/def2-TZVPD.

Output
Charge = -1
LUMO = 3.26 eV

Last column: Mulliken charge in e.
Element x y z (Å)
1 C -0.116 1.350 -2.331  -0.706
2 O -1.434 1.808 -2.181  -0.532
3 C 0.455 1.249 -0.823  -0.530
4 C -0.280 0.155 0.042  -0.231
5 C 0.709 -0.103 1.314  -0.649
6 O 0.199 -0.938 2.269  -0.812
7 H -0.313 0.443 -2.711  0.398
8 H 0.444 2.028 -2.957  0.295
9 H -1.386 2.800 -1.918  0.306
10 H 0.343 2.268 -0.529  0.320
11 H 1.501 0.941 -0.926  0.338
12 H -1.218 0.700 0.284  0.164
13 H -0.425 -0.800 -0.479  0.241
14 H 0.861 0.921 1.797  0.258
15 H 1.584 -0.473 0.816  0.308
16 H 0.059 -3.132 0.907  0.223
17 H 0.487 -2.234 2.049  0.423
18 O 0.417 -3.290 1.719  -0.813

---

Arrangement x

Computed, not measured: 2 unconnected molecules or ions with the total composition C4H11O3, with ωB97M-V/def2-TZVPD.

Output
Charge = -1
LUMO = 3.81 eV

Last column: Mulliken charge in e.
Element x y z (Å)
1 C -0.786 0.927 0.084  -0.684
2 C -1.139 -0.439 0.748  -0.647
3 C -0.760 -1.663 -0.103  -0.199
4 O -1.944 -2.471 -0.422  -0.592
5 C 0.601 1.355 0.692  -0.670
6 O 1.508 0.416 0.376  -0.914
7 H -0.563 0.814 -0.977  0.215
8 H -1.640 1.612 0.176  0.414
9 H -2.227 -0.315 0.876  0.398
10 H -0.678 -0.518 1.728  0.288
11 H -0.240 -2.303 0.597  0.190
12 H -0.262 -1.370 -1.014  0.272
13 H -2.665 -2.053 0.056  0.331
14 H 0.779 2.418 0.388  0.244
15 H 0.424 1.447 1.798  0.329
16 H 3.925 0.494 -1.868  0.279
17 H 2.566 0.658 -1.184  0.427
18 O 3.104 0.990 -1.951  -0.681

---

Result of the stability comparison: arrangement w is the least stable of them.